(1)
The following is a DFT calculation (the ωB97M-V functional and the def2-TZVPD basis) of a cluster of 7 separate species, C32H63BINO14S6 in total.

Its charge is 0. Its SMILES is CC(=O)NCCCCBCC(=O)I.O=S1(=O)CCCC1.O=S1(=O)CCCC1.O=S1(=O)CCCC1.O=S1(=O)CCCC1.O=S1(=O)CCCC1.O=S1(=O)CCCC1.

CARTESIAN COORDINATES (ANGSTROEM)
C1 5.35 -6.78 0.49
C2 4.85 -5.55 -0.23
O1 5.47 -5.07 -1.15
N1 3.64 -4.95 0.26
C3 3.89 -4.23 1.53
C4 2.76 -3.26 1.95
C5 1.54 -3.20 1.03
C6 0.58 -4.40 1.16
B1 -0.56 -4.35 0.11
C7 -1.85 -5.28 0.17
C8 -1.61 -6.64 0.71
O2 -0.65 -7.30 0.60
I1 -3.34 -7.48 1.79
H1 6.18 -6.47 1.13
H2 4.59 -7.24 1.12
H3 5.74 -7.49 -0.24
H4 3.01 -5.73 0.46
H5 4.08 -4.93 2.35
H6 4.81 -3.67 1.38
H7 3.19 -2.26 1.99
H8 2.42 -3.51 2.95
H9 0.96 -2.32 1.33
H10 1.81 -3.03 -0.01
H11 1.11 -5.35 1.07
H12 0.16 -4.40 2.17
H13 -0.52 -3.56 -0.78
H14 -2.25 -5.42 -0.85
H15 -2.64 -4.79 0.74
O3 1.23 -0.78 -1.25
S1 1.13 0.29 -0.28
O4 0.22 0.16 0.84
C9 2.77 0.72 0.29
C10 3.25 1.79 -0.70
C11 2.03 2.71 -0.89
C12 0.80 1.83 -1.14
H16 3.39 -0.17 0.31
H17 2.66 1.14 1.30
H18 4.10 2.33 -0.31
H19 3.54 1.32 -1.64
H20 1.88 3.30 0.02
H21 2.16 3.40 -1.71
H22 -0.11 2.24 -0.73
H23 0.67 1.60 -2.19
O5 3.67 3.27 -3.31
S2 4.36 3.75 -4.49
O6 5.10 2.85 -5.33
C13 3.14 4.66 -5.42
C14 3.23 6.07 -4.85
C15 4.74 6.38 -4.72
C16 5.38 5.16 -4.03
H24 2.19 4.16 -5.25
H25 3.42 4.63 -6.47
H26 2.72 6.78 -5.49
H27 2.76 6.11 -3.87
H28 5.17 6.52 -5.71
H29 4.91 7.29 -4.15
H30 6.40 4.97 -4.35
H31 5.34 5.25 -2.95
O7 0.41 3.52 -4.16
S3 -0.30 4.52 -3.40
O8 0.42 5.56 -2.71
C17 -1.57 5.24 -4.44
C18 -2.78 4.33 -4.23
C19 -2.83 4.02 -2.72
C20 -1.41 3.67 -2.28
H32 -1.21 5.27 -5.47
H33 -1.76 6.25 -4.07
H34 -3.70 4.78 -4.58
H35 -2.63 3.40 -4.78
H36 -3.17 4.91 -2.18
H37 -3.50 3.21 -2.49
H38 -1.19 3.99 -1.27
H39 -1.22 2.60 -2.38
O9 -7.63 -3.24 1.08
S4 -8.63 -4.23 1.41
O10 -9.99 -4.07 0.96
C21 -8.02 -5.85 0.93
C22 -7.26 -6.34 2.16
C23 -8.14 -5.97 3.37
C24 -8.59 -4.52 3.18
H40 -7.40 -5.74 0.04
H41 -8.89 -6.47 0.72
H42 -7.07 -7.41 2.11
H43 -6.30 -5.83 2.23
H44 -9.01 -6.63 3.40
H45 -7.60 -6.10 4.31
H46 -9.58 -4.33 3.58
H47 -7.88 -3.81 3.60
O11 4.34 3.10 1.93
S5 3.51 3.28 3.09
O12 2.07 3.21 2.98
C25 4.08 2.16 4.37
C26 5.14 2.96 5.12
C27 4.56 4.38 5.28
C28 4.00 4.80 3.92
H48 4.45 1.25 3.90
H49 3.22 1.93 5.01
H50 5.37 2.50 6.08
H51 6.06 3.00 4.53
H52 3.77 4.36 6.03
H53 5.32 5.08 5.63
H54 3.12 5.44 4.01
H55 4.74 5.28 3.30
O13 -3.57 1.14 -1.62
S6 -4.04 1.33 -0.27
O14 -4.49 2.62 0.18
C29 -5.30 0.09 0.05
C30 -4.50 -1.11 0.57
C31 -3.47 -0.54 1.54
C32 -2.81 0.67 0.86
H56 -5.84 -0.10 -0.88
H57 -5.97 0.49 0.80
H58 -5.15 -1.84 1.05
H59 -4.00 -1.61 -0.26
H60 -3.97 -0.22 2.46
H61 -2.72 -1.28 1.82
H62 -2.53 1.45 1.56
H63 -1.95 0.38 0.26

=====

(2)
The following is a DFT calculation (the ωB97M-V functional and the def2-TZVPD basis) of a cluster of 10 separate species, C32H63Br3Cl19N2O2P2S2 in total at a distorted geometry.

Its charge is +1.

CARTESIAN COORDINATES (ANGSTROEM)
C1 -8.39 -0.97 -0.62
C2 -7.08 -1.60 -1.15
C3 -5.88 -1.55 -0.17
C4 -4.68 -0.69 -0.68
C5 -3.36 -1.48 -0.80
C6 -2.32 -1.48 0.36
C7 -2.33 -0.27 1.34
S1 -3.84 -0.48 2.38
C8 -2.41 1.12 0.64
C9 -3.45 2.11 1.16
C10 -3.46 3.44 0.35
C11 -4.93 3.70 -0.07
C12 -2.92 4.66 1.15
C13 -1.64 5.29 0.53
C14 -0.27 4.74 0.88
C15 0.47 5.17 1.93
C16 -0.17 5.71 3.20
C17 2.00 5.16 1.85
C18 -1.15 -0.34 2.38
Br1 -1.07 1.25 3.47
C19 0.28 -0.75 1.87
Br2 1.29 0.77 1.24
P1 1.16 -1.41 3.47
S2 2.32 -0.20 4.42
C20 0.13 -1.99 0.95
O1 -0.39 -2.96 1.86
N1 1.30 -2.55 0.34
C21 2.64 -1.96 0.39
C22 3.67 -2.93 -0.25
C23 4.66 -2.18 -1.15
N2 -0.93 -1.85 -0.17
Br3 -0.33 -0.54 -1.45
P2 -1.13 -3.50 -1.33
O2 -0.53 -4.68 -0.39
Cl1 0.31 -3.45 -2.71
H1 -9.26 -1.59 -0.90
H2 -8.40 -0.92 0.48
H3 -8.54 0.04 -1.01
H4 -6.82 -1.13 -2.10
H5 -7.29 -2.65 -1.37
H6 -6.22 -1.07 0.76
H7 -5.55 -2.55 0.13
H8 -4.93 -0.37 -1.70
H9 -4.62 0.21 -0.07
H10 -3.67 -2.53 -0.94
H11 -2.87 -1.21 -1.74
H12 -2.58 -2.33 1.00
H13 -3.48 -1.67 2.90
H14 -1.43 1.61 0.63
H15 -2.67 0.94 -0.42
H16 -4.46 1.68 1.08
H17 -3.27 2.35 2.21
H18 -2.90 3.28 -0.58
H19 -5.12 4.76 -0.28
H20 -5.61 3.41 0.75
H21 -5.21 3.07 -0.93
H22 -3.69 5.44 1.14
H23 -2.75 4.38 2.19
H24 -1.63 6.37 0.71
H25 -1.76 5.17 -0.56
H26 0.14 3.95 0.23
H27 -1.03 6.36 3.00
H28 0.54 6.30 3.79
H29 -0.54 4.87 3.80
H30 2.45 5.55 2.77
H31 2.41 4.15 1.69
H32 2.31 5.78 1.01
H33 -1.43 -1.12 3.10
H34 1.84 -2.56 3.03
H35 0.08 -1.91 4.21
H36 -1.15 -3.43 1.52
H37 1.35 -3.52 0.63
H38 2.65 -1.04 -0.20
H39 2.99 -1.73 1.41
H40 4.21 -3.42 0.58
H41 3.11 -3.71 -0.79
H42 4.29 -2.15 -2.18
H43 5.66 -2.62 -1.12
H44 4.78 -1.16 -0.76
H45 -1.24 -5.09 0.12
C24 -8.72 -4.71 1.64
Cl2 -8.83 -5.01 -0.10
Cl3 -7.69 -3.33 2.02
H46 -9.72 -4.51 2.02
H47 -8.30 -5.59 2.11
C25 4.51 -1.78 -5.12
Cl4 2.85 -2.05 -4.55
Cl5 5.00 -0.10 -4.93
H48 5.18 -2.40 -4.53
H49 4.56 -2.04 -6.17
C26 5.55 4.94 3.60
Cl6 5.31 5.42 1.92
Cl7 5.34 3.20 3.82
H50 6.55 5.20 3.90
H51 4.81 5.45 4.21
C27 7.36 -4.89 0.98
Cl8 6.41 -4.47 2.41
Cl9 8.24 -3.49 0.34
H52 8.07 -5.66 1.24
H53 6.68 -5.24 0.21
C28 -8.71 3.62 -1.28
Cl10 -9.17 2.44 -0.05
Cl11 -7.58 2.95 -2.47
H54 -9.60 3.94 -1.81
H55 -8.23 4.46 -0.79
C29 3.53 1.29 -8.21
Cl12 3.47 2.85 -9.03
Cl13 4.34 0.05 -9.19
H56 4.08 1.40 -7.29
H57 2.52 0.96 -8.03
C30 10.91 -6.60 2.31
Cl14 9.62 -7.74 1.87
Cl15 12.40 -7.43 2.77
H58 11.12 -5.97 1.45
H59 10.57 -6.01 3.15
C31 -0.48 3.12 -2.95
Cl16 -1.75 3.66 -4.05
Cl17 0.60 1.96 -3.76
H60 0.11 3.97 -2.63
H61 -0.94 2.63 -2.10
C32 10.68 -1.18 -0.95
Cl18 10.65 0.03 -2.24
Cl19 11.87 -2.46 -1.26
H62 10.94 -0.69 -0.02
H63 9.70 -1.64 -0.89

=====

(3)
The following is a DFT calculation (the ωB97M-V functional and the def2-TZVPD basis) of a cluster of 7 separate species, C32H64B2F8N9O in total at a distorted geometry.

Its charge is +3.

CARTESIAN COORDINATES (ANGSTROEM)
C1 -1.46 3.11 -1.89
C2 -1.71 2.15 -3.12
N1 -0.36 1.68 -3.76
C3 0.50 1.19 -2.69
C4 -0.83 0.56 -4.71
C5 0.26 -0.20 -5.48
C6 0.40 2.77 -4.56
C7 -0.31 3.36 -5.77
O1 -1.47 4.09 -5.47
C8 -2.22 4.59 -6.59
H1 -1.04 2.58 -1.02
H2 -2.41 3.52 -1.52
H3 -0.93 4.06 -2.18
H4 -2.26 2.63 -3.98
H5 -2.20 1.23 -2.79
H6 0.98 2.00 -2.14
H7 1.38 0.67 -3.11
H8 -0.12 0.54 -2.07
H9 -1.64 1.04 -5.35
H10 -1.31 -0.06 -3.96
H11 1.07 0.26 -6.02
H12 -0.32 -0.65 -6.30
H13 0.71 -1.05 -4.90
H14 1.28 2.24 -4.91
H15 0.71 3.53 -3.80
H16 -0.48 2.58 -6.55
H17 0.50 4.07 -6.27
H18 -2.93 5.33 -6.27
H19 -2.83 3.73 -6.94
H20 -1.47 5.06 -7.29
C9 -2.45 0.96 3.06
C10 -3.50 1.86 2.45
N2 -4.85 1.35 2.37
C11 -5.86 1.59 3.20
C12 -6.94 0.96 2.67
N3 -6.51 0.23 1.57
C13 -5.21 0.46 1.46
C14 -7.23 -0.54 0.58
H21 -2.59 -0.11 2.75
H22 -2.49 1.04 4.12
H23 -1.44 1.16 2.74
H24 -3.32 2.21 1.43
H25 -3.55 2.77 3.03
H26 -5.79 2.12 4.17
H27 -7.92 1.00 3.08
H28 -4.67 0.15 0.55
H29 -8.28 -0.18 0.61
H30 -7.29 -1.58 0.75
H31 -6.89 -0.23 -0.38
C15 2.79 -6.27 4.95
C16 3.86 -5.52 4.03
N4 3.29 -4.31 3.39
C17 3.92 -3.39 2.59
C18 2.99 -2.48 2.18
N5 1.81 -2.84 2.71
C19 2.00 -3.91 3.50
C20 0.52 -2.18 2.63
H32 1.85 -6.41 4.43
H33 2.50 -5.69 5.83
H34 3.28 -7.19 5.25
H35 4.18 -6.22 3.24
H36 4.73 -5.10 4.61
H37 4.95 -3.54 2.34
H38 2.92 -1.49 1.65
H39 1.30 -4.36 4.19
H40 0.42 -1.84 1.63
H41 0.53 -1.29 3.28
H42 -0.22 -2.93 2.94
C21 3.36 4.45 1.08
C22 3.78 5.54 2.13
N6 5.17 5.89 1.97
C23 5.68 6.70 0.98
C24 7.04 6.84 1.09
N7 7.33 6.10 2.29
C25 6.19 5.48 2.74
C26 8.67 5.67 2.71
H43 2.33 4.20 1.20
H44 3.97 3.56 1.04
H45 3.62 4.91 0.10
H46 3.73 5.14 3.13
H47 3.17 6.47 1.98
H48 5.05 7.18 0.26
H49 7.72 7.48 0.50
H50 6.15 4.74 3.49
H51 8.87 4.79 2.15
H52 8.56 5.37 3.72
H53 9.31 6.48 2.51
C27 0.59 -7.26 -0.29
C28 0.20 -5.91 0.28
N8 -1.09 -5.46 -0.21
C29 -1.34 -4.22 -0.69
C30 -2.62 -4.24 -1.07
N9 -3.13 -5.52 -0.75
C31 -2.20 -6.15 -0.14
C32 -4.49 -5.97 -0.89
H54 1.63 -7.51 -0.25
H55 0.41 -7.31 -1.32
H56 0.02 -8.06 0.23
H57 0.87 -5.11 -0.02
H58 0.23 -6.00 1.39
H59 -0.56 -3.43 -0.78
H60 -3.20 -3.47 -1.58
H61 -2.29 -7.21 0.27
H62 -4.78 -6.00 -1.94
H63 -5.18 -5.28 -0.35
H64 -4.63 -6.97 -0.50
B1 -2.94 -0.77 -1.04
F1 -3.16 0.58 -0.78
F2 -1.61 -1.19 -0.81
F3 -3.88 -1.61 -0.24
F4 -3.25 -1.01 -2.38
B2 1.25 0.68 0.92
F5 1.84 -0.34 0.14
F6 1.65 0.50 2.24
F7 1.64 1.92 0.43
F8 -0.06 0.47 0.94

=====

Number 1: LUMO level 0.230 eV, highest occupied orbital energy -9.36 eV. Number 2: LUMO level -3.851 eV, highest occupied orbital energy -10.19 eV. Number 3: LUMO level -5.315 eV, highest occupied orbital energy -15.10 eV.